{"formula": "C46H82F5N3O31PSSi", "method": "ωB97M-V with the def2-TZVPD basis set", "elements": ["C", "Si", "C", "C", "C", "C", "F", "F", "N", "C", "N", "C", "C", "C", "F", "C", "F", "F", "N", "C", "O", "C", "O", "C", "C", "O", "C", "C", "O", "O", "P", "O", "O", "S", "C", "C", "C", "C", "C", "C", "H", "H", "H", "H", "H", "H", "H", "H", "H", "H", "H", "H", "H", "H", "H", "H", "H", "H", "H", "H", "H", "H", "H", "H", "H", "H", "H", "H", "H", "H", "H", "H", "H", "H", "C", "O", "C", "O", "O", "C", "H", "H", "H", "H", "H", "H", "C", "O", "C", "O", "O", "C", "H", "H", "H", "H", "H", "H", "C", "O", "C", "O", "O", "C", "H", "H", "H", "H", "H", "H", "C", "O", "C", "O", "O", "C", "H", "H", "H", "H", "H", "H", "C", "O", "C", "O", "O", "C", "H", "H", "H", "H", "H", "H", "C", "O", "C", "O", "O", "C", "H", "H", "H", "H", "H", "H", "C", "O", "C", "O", "O", "C", "H", "H", "H", "H", "H", "H", "C", "O", "C", "O", "O", "C", "H", "H", "H", "H", "H", "H"], "xyz": [[0.649, 4.835, 0.124], [1.564, 4.754, -1.557], [0.441, 4.101, -3.000], [3.135, 3.677, -1.354], [2.809, 2.086, -1.145], [4.090, 1.294, -1.698], [4.138, 1.333, -3.133], [5.249, 2.071, -1.282], [4.292, -0.075, -1.145], [5.011, -0.070, 0.141], [6.323, -0.274, 0.085], [7.268, -0.262, 1.233], [7.873, 1.228, 1.564], [8.343, 1.224, 3.086], [8.012, 2.252, 4.041], [9.118, 0.115, 3.590], [10.526, 0.221, 3.692], [8.560, -1.134, 4.004], [4.330, 0.214, 1.392], [4.547, 1.559, 1.960], [5.247, 1.616, 3.216], [4.361, 2.047, 4.294], [3.537, 0.972, 4.797], [2.314, 1.471, 5.403], [2.527, 2.269, 6.781], [1.214, 2.650, 7.295], [4.218, -0.896, 2.358], [4.158, -2.371, 1.745], [5.162, -2.977, 1.269], [2.931, -3.141, 1.743], [2.839, -1.076, -1.165], [1.798, -0.875, 0.161], [3.391, -2.709, -1.305], [1.734, -0.790, -2.765], [2.013, 6.570, -2.076], [1.039, 7.438, -2.963], [1.377, 8.913, -3.383], [2.703, 9.627, -2.945], [3.694, 8.749, -2.093], [3.349, 7.273, -1.677], [0.080, 3.848, 0.257], [1.456, 4.998, 0.935], [-0.063, 5.729, 0.111], [0.194, 2.989, -2.902], [-0.523, 4.732, -2.961], [0.932, 4.345, -4.019], [3.739, 3.792, -2.335], [3.831, 4.077, -0.521], [1.852, 1.893, -1.734], [2.637, 1.968, -0.015], [6.742, -0.441, -0.855], [8.194, -0.865, 0.887], [6.905, -0.781, 2.177], [7.164, 2.072, 1.277], [8.833, 1.338, 0.927], [5.050, 2.277, 1.203], [3.501, 2.028, 2.145], [3.771, 2.994, 4.039], [5.069, 2.342, 5.162], [1.664, 0.549, 5.663], [1.694, 2.083, 4.641], [3.035, 1.601, 7.579], [3.155, 3.211, 6.642], [0.754, 1.808, 7.538], [5.038, -0.930, 3.176], [3.232, -0.751, 2.948], [2.885, -3.496, 2.660], [1.877, 0.014, 0.574], [4.185, -2.610, -1.896], [0.046, 7.031, -3.351], [0.649, 9.533, -4.029], [2.917, 10.712, -3.231], [4.671, 9.265, -1.802], [4.115, 6.711, -1.044], [-2.108, -2.534, 6.105], [-2.467, -2.323, 7.469], [-1.821, -1.306, 8.060], [-0.995, -0.591, 7.539], [-2.250, -1.220, 9.328], [-1.644, -0.173, 10.084], [-2.691, -3.377, 5.734], [-2.350, -1.655, 5.503], [-1.048, -2.782, 6.020], [-1.866, 0.801, 9.642], [-0.564, -0.326, 10.158], [-2.066, -0.199, 11.089], [-4.963, 0.013, -5.124], [-4.439, -1.303, -4.958], [-3.380, -1.376, -4.134], [-2.867, -0.448, -3.554], [-2.991, -2.659, -4.068], [-1.866, -2.887, -3.221], [-5.811, -0.050, -5.807], [-5.315, 0.411, -4.170], [-4.212, 0.673, -5.565], [-2.096, -2.605, -2.191], [-0.993, -2.342, -3.586], [-1.641, -3.954, -3.243], [11.804, -4.638, -2.628], [11.089, -3.583, -1.981], [11.431, -3.394, -0.697], [12.257, -4.021, -0.083], [10.689, -2.380, -0.213], [10.948, -2.066, 1.154], [11.447, -4.699, -3.657], [12.874, -4.423, -2.646], [11.608, -5.593, -2.137], [11.985, -1.749, 1.288], [10.718, -2.919, 1.796], [10.296, -1.237, 1.436], [-3.088, 4.780, -6.017], [-2.855, 5.871, -5.127], [-3.703, 6.902, -5.284], [-4.603, 6.964, -6.085], [-3.373, 7.850, -4.391], [-4.198, 9.014, -4.442], [-2.347, 4.008, -5.802], [-4.082, 4.358, -5.858], [-2.964, 5.096, -7.056], [-5.237, 8.761, -4.219], [-4.120, 9.500, -5.417], [-3.842, 9.709, -3.681], [-1.670, -5.225, 1.072], [-3.036, -5.410, 1.443], [-3.910, -4.716, 0.692], [-3.630, -3.986, -0.226], [-5.147, -4.979, 1.143], [-6.186, -4.304, 0.433], [-1.058, -5.829, 1.742], [-1.500, -5.564, 0.048], [-1.378, -4.178, 1.186], [-6.195, -4.606, -0.617], [-6.073, -3.221, 0.523], [-7.137, -4.591, 0.883], [-8.200, 6.727, -4.585], [-7.793, 7.359, -3.372], [-8.781, 7.517, -2.474], [-9.930, 7.178, -2.617], [-8.264, 8.120, -1.389], [-9.208, 8.352, -0.345], [-7.325, 6.653, -5.233], [-8.572, 5.719, -4.389], [-8.958, 7.326, -5.097], [-9.620, 7.409, 0.021], [-10.006, 9.015, -0.687], [-8.683, 8.841, 0.477], [-3.265, -9.439, -4.247], [-2.865, -8.814, -3.028], [-3.857, -8.663, -2.135], [-5.007, -9.004, -2.291], [-3.344, -8.067, -1.044], [-4.286, -7.837, 0.004], [-2.387, -9.509, -4.890], [-3.637, -10.448, -4.059], [-4.020, -8.837, -4.759], [-4.699, -8.782, 0.366], [-5.083, -7.171, -0.333], [-3.761, -7.356, 0.826], [-10.367, -8.865, 2.856], [-9.264, -8.296, 2.152], [-8.917, -8.965, 1.038], [-9.448, -9.963, 0.616], [-7.875, -8.328, 0.478], [-7.394, -8.932, -0.725], [-10.558, -8.245, 3.733], [-11.263, -8.866, 2.231], [-10.129, -9.876, 3.192], [-8.172, -8.936, -1.492], [-7.037, -9.946, -0.532], [-6.560, -8.338, -1.086]], "forces_ev_per_a": [[0.178, -0.055, 0.074], [-0.604, 0.986, -0.617], [-0.130, 0.430, -0.209], [1.186, -0.433, -0.441], [0.430, 2.131, -0.520], [-0.225, 2.535, -1.016], [0.018, -0.575, 3.803], [-1.681, -2.048, -0.638], [0.450, -0.146, 2.144], [1.697, 0.497, 0.059], [-1.789, 0.197, 0.061], [2.182, -0.095, 0.446], [-0.168, -0.416, 0.706], [-0.744, -1.448, 0.816], [2.077, -1.136, -2.844], [0.386, 0.691, 0.148], [-3.706, -0.637, 1.483], [2.210, 2.652, -2.371], [1.442, -1.047, -1.640], [-1.212, 2.490, 0.389], [-2.006, -0.058, -0.292], [1.307, 0.421, 1.997], [-0.101, 1.436, -0.848], [-1.208, -0.267, 0.638], [-0.174, -0.504, 0.229], [0.904, -1.174, -0.489], [-1.338, -1.494, 2.076], [2.330, -3.464, -1.963], [-3.593, 3.476, 1.912], [2.122, 1.941, 1.425], [-3.699, -1.978, -2.777], [2.842, -0.275, -1.021], [0.551, 3.618, 1.206], [1.251, 0.188, 1.244], [1.243, 4.419, -1.477], [2.912, 1.919, 0.740], [2.303, -1.212, 1.863], [-1.108, -4.934, 1.261], [-3.147, -0.681, -1.264], [-2.022, 2.132, -1.799], [0.697, 1.466, 0.202], [-1.467, -0.327, -1.051], [0.888, -1.366, 0.176], [0.184, 1.542, -0.334], [1.285, -1.160, -0.052], [-0.713, -0.619, 1.631], [-0.966, -0.187, 1.505], [-1.135, -0.692, -1.234], [1.574, -0.387, 0.836], [0.394, -0.364, -1.687], [-0.587, 0.171, 0.853], [-1.790, 0.737, 0.435], [-0.119, 0.818, -1.577], [0.854, -1.183, 0.711], [-1.623, -0.027, 1.018], [-0.637, -1.551, 1.009], [1.510, -0.848, -0.336], [0.476, -1.450, -0.112], [-0.836, -0.437, -1.647], [1.204, 1.349, -0.513], [1.088, -0.644, 1.234], [-0.511, 0.940, -1.538], [-1.021, -1.159, 0.199], [0.450, 0.994, -0.256], [-1.102, 0.223, -1.530], [1.606, -0.107, -1.042], [-0.307, 0.113, -0.719], [0.114, -0.661, -0.377], [-0.865, -0.415, 0.537], [1.583, 0.511, 0.700], [1.160, -1.364, 1.194], [-0.273, -1.889, 0.491], [-1.490, -1.154, -0.273], [-1.175, 0.894, -1.013], [0.014, -0.136, -0.431], [0.270, 0.408, 0.262], [-0.326, -0.219, 0.285], [-0.130, -0.166, 0.093], [0.162, -0.099, -0.602], [0.141, 0.338, 0.335], [-0.042, 0.091, 0.298], [0.158, -0.037, 0.103], [-0.077, 0.169, 0.015], [0.131, -0.126, -0.037], [-0.104, 0.076, -0.129], [-0.094, -0.210, -0.220], [-0.227, 0.353, -0.093], [0.352, -0.102, 0.251], [-0.027, -0.227, -0.026], [-0.193, -0.318, -0.251], [-0.244, 0.468, -0.132], [0.388, -0.121, 0.321], [0.153, -0.266, 0.068], [0.189, 0.014, -0.077], [-0.025, -0.040, 0.194], [0.046, 0.073, -0.147], [-0.142, 0.067, 0.101], [-0.267, 0.094, -0.167], [0.255, -0.414, -0.333], [-0.069, 0.298, 0.567], [0.185, -0.320, -0.314], [-0.449, 0.399, -0.180], [-0.081, -0.036, -0.135], [0.145, -0.049, 0.323], [-0.128, 0.228, 0.195], [-0.123, -0.084, 0.155], [0.140, 0.156, 0.052], [-0.102, -0.153, 0.042], [0.180, 0.052, -0.067], [0.022, -0.028, -0.265], [-0.009, -0.384, -0.267], [-0.144, 0.340, 0.068], [0.031, 0.125, 0.139], [0.342, -0.084, 0.324], [0.052, -0.467, -0.285], [-0.303, 0.457, 0.040], [0.016, 0.258, 0.184], [0.049, 0.161, -0.120], [-0.178, 0.013, 0.119], [0.098, -0.013, -0.151], [-0.111, -0.161, 0.054], [0.147, -0.284, -0.024], [0.456, 0.000, -0.101], [-0.210, 0.379, -0.014], [-0.276, 0.090, 0.063], [-0.018, -0.297, 0.353], [0.638, 0.035, -0.006], [-0.497, 0.197, -0.197], [-0.312, -0.028, 0.039], [-0.064, 0.166, 0.062], [-0.094, -0.073, -0.169], [0.115, 0.144, 0.083], [0.107, -0.132, -0.143], [0.277, -0.152, 0.116], [-0.026, -0.221, -0.498], [-0.183, 0.126, 0.390], [0.035, 0.022, -0.003], [0.507, 0.140, 0.073], [-0.012, -0.183, -0.395], [-0.254, 0.112, 0.371], [0.064, 0.155, 0.276], [-0.124, 0.185, 0.023], [-0.033, -0.148, 0.159], [-0.072, 0.117, -0.162], [0.009, -0.212, -0.014], [0.168, -0.072, -0.259], [-0.070, -0.214, -0.456], [-0.292, 0.118, 0.427], [0.228, 0.026, -0.040], [0.920, 0.182, -0.059], [-0.069, -0.242, -0.550], [-0.201, -0.070, 0.419], [0.036, 0.133, 0.288], [-0.103, 0.182, 0.007], [-0.024, -0.144, 0.149], [-0.097, 0.109, -0.182], [0.055, -0.171, 0.018], [0.089, -0.196, -0.295], [-0.336, -0.124, 0.263], [0.186, -0.094, -0.321], [0.099, 0.070, -0.047], [0.208, 0.432, 0.218], [-0.467, -0.130, 0.398], [0.005, -0.013, -0.380], [0.235, 0.086, -0.186], [0.148, -0.152, 0.012], [-0.085, 0.057, -0.186], [0.001, -0.173, 0.166], [-0.160, 0.078, -0.060], [-0.388, -0.042, 0.276]], "total_charge": 1, "orbital_gap_ev": 5.226, "e_tot_ha": -5826.4321}